# C26H54N2O16S6

A 8-piece molecular cluster, C26H54N2O16S6 overall at a distorted geometry (wB97M-V/def2-TZVPD, the OMol25 dataset).

The geometry in XYZ format:
```
104
Properties=species:S:1:pos:R:3:forces:R:3
C 12.124974 10.724338 13.436433 -0.345 -2.325 0.480
N 12.169759 9.687662 12.330145 1.864 1.170 0.060
O 13.272714 9.558938 11.787052 -1.052 -0.223 0.324
O 11.186278 9.057679 12.032172 -0.267 -0.056 0.057
H 11.116082 10.941282 13.626350 -1.307 0.590 -0.147
H 12.736289 11.549131 13.244808 0.840 1.037 -0.698
H 12.473320 10.217551 14.330534 0.376 -0.294 -0.034
C 15.434620 7.329250 19.006268 0.417 0.234 0.273
N 16.460098 8.122908 18.274089 1.057 -0.019 0.423
O 17.503200 7.541396 17.996681 -0.865 0.554 -0.103
O 16.240938 9.304389 18.061660 -0.045 -0.418 -0.220
H 14.841623 6.848959 18.240915 -0.222 -0.212 0.001
H 14.881931 7.998077 19.651922 -0.283 0.206 -0.280
H 15.990152 6.643964 19.636038 -0.058 -0.328 -0.266
O 8.140731 13.557273 16.222949 -1.722 -1.996 -0.579
S 8.861167 14.745336 16.501755 0.848 -0.760 0.324
O 8.134988 15.883787 16.943010 -0.150 1.145 0.513
C 10.175077 14.124729 17.556457 -0.009 1.090 -1.713
C 11.028962 13.350091 16.566030 0.599 0.645 -0.399
C 11.176365 14.315703 15.343283 -0.420 -0.015 0.603
C 9.862158 15.030397 15.089679 0.278 3.187 0.562
H 9.758872 13.561827 18.312929 -1.166 -1.327 1.512
H 10.678200 14.947411 18.014692 0.672 0.658 0.121
H 12.011092 13.334079 17.033947 0.166 -0.819 -0.250
H 10.638359 12.350879 16.297072 0.184 0.609 0.337
H 11.516546 13.891122 14.428656 0.320 -0.754 -0.428
H 11.910770 15.032347 15.647975 0.502 0.565 0.126
H 9.328846 14.778363 14.203970 -0.387 -0.594 -0.433
H 9.904512 16.174790 15.071481 0.491 -1.414 -0.088
O 14.335680 12.467826 15.358780 1.412 1.062 0.538
S 15.278774 13.565635 15.645576 -1.001 -1.837 -0.491
O 14.777383 14.742435 16.271545 -0.466 0.934 0.626
C 16.742750 12.938263 16.459760 -0.021 -1.219 -0.135
C 17.550149 12.256100 15.309425 -0.607 -0.419 1.369
C 17.082467 12.751984 13.952237 0.126 1.252 -1.162
C 16.138145 13.958153 14.170951 0.503 -0.268 -0.234
H 16.458383 12.204927 17.225437 -0.130 0.249 -0.194
H 17.358374 13.695052 16.934589 -0.449 0.493 -0.061
H 18.568721 12.541121 15.537833 0.387 -0.404 -0.396
H 17.398482 11.170266 15.412207 0.495 0.436 -0.151
H 16.514540 12.021766 13.381237 0.092 -0.235 0.128
H 17.960606 13.058608 13.334117 -0.742 -0.223 0.341
H 15.440233 14.187351 13.377592 -0.206 -0.289 -0.213
H 16.650541 14.867964 14.429732 0.510 0.430 0.042
O 8.197891 8.138286 6.414945 -0.141 -0.856 -0.516
S 8.596453 8.952663 7.517360 0.567 1.069 -0.283
O 7.569474 9.535372 8.343638 0.048 -0.131 0.490
C 9.907615 8.197096 8.519021 -1.440 -0.053 -0.546
C 11.188878 8.747177 7.986070 1.331 -0.235 0.771
C 10.985922 10.216990 7.629796 -0.440 0.878 0.632
C 9.628661 10.295488 6.872200 0.550 -0.158 -1.174
H 9.865994 7.137146 8.444856 -0.237 -0.938 -0.360
H 9.553173 8.416607 9.504690 0.585 0.624 0.912
H 11.994619 8.532496 8.737068 -0.555 0.685 -0.551
H 11.491763 8.181914 7.112687 -0.129 -0.180 -0.371
H 11.863314 10.623881 7.030403 -1.265 -0.235 0.946
H 10.801055 10.727573 8.598347 0.845 0.199 -0.561
H 9.871895 10.010783 5.830181 -0.556 0.108 0.341
H 8.997370 11.223069 6.846048 0.931 -0.722 0.392
O 15.090868 6.466088 15.670259 0.199 0.330 0.059
S 14.750936 7.551136 14.771480 -1.766 0.388 0.099
O 13.392414 8.122142 14.895100 1.961 -0.082 0.172
C 16.137916 8.778488 14.730858 -0.782 -0.430 -0.922
C 16.192033 9.119471 13.220129 0.036 -0.610 0.605
C 16.063127 7.816814 12.391738 -2.262 0.201 -0.080
C 14.857427 7.015116 13.064140 0.507 0.882 -0.666
H 16.994857 8.172022 15.025942 0.060 0.185 0.226
H 15.986905 9.658833 15.377205 -0.239 -0.670 -0.154
H 15.297417 9.648029 12.961133 -0.533 0.706 0.025
H 17.026285 9.793659 13.043307 0.285 -0.327 -0.381
H 16.922961 7.185106 12.274240 0.545 -0.128 0.279
H 15.652697 8.040216 11.389831 0.643 0.153 0.303
H 15.065325 5.967514 13.064336 0.069 -0.729 0.155
H 13.845089 7.183274 12.605432 1.170 0.147 0.412
O 10.070833 13.028478 12.925099 -0.601 -0.218 -1.335
S 8.952399 13.040566 11.969268 -0.746 -0.373 0.967
O 8.736274 14.248948 11.194785 0.424 -0.414 -0.218
C 8.885590 11.496052 11.009916 -0.207 -0.794 0.315
C 7.450366 10.875486 11.281122 0.504 0.777 -0.595
C 7.183396 11.142236 12.769363 0.294 1.830 0.080
C 7.454939 12.692788 12.941702 0.879 -1.367 -0.258
H 9.593422 10.838039 11.552469 -0.075 0.396 -0.541
H 9.198562 11.630737 9.954266 -0.345 0.027 0.760
H 6.699298 11.334078 10.588336 0.500 -0.293 0.753
H 7.473310 9.811784 11.064997 0.076 -0.052 -0.161
H 7.928433 10.646222 13.410138 -0.349 -0.209 -0.284
H 6.166333 10.926956 13.136255 0.462 -0.127 -0.325
H 7.821077 12.909602 13.944578 -0.789 0.417 0.181
H 6.656685 13.290822 12.514849 -0.059 0.220 0.346
O 13.928733 13.054051 11.874921 0.210 -0.263 0.291
S 12.957060 13.231283 10.823523 -0.394 -1.510 -1.310
O 11.998565 12.145391 10.513712 1.049 1.738 0.733
C 12.271265 14.850457 11.061308 0.308 0.058 1.738
C 13.282660 15.765526 10.378145 -1.127 1.194 1.383
C 13.622396 15.092030 9.091112 0.293 1.184 -1.465
C 13.828635 13.640710 9.246543 0.270 -1.671 1.851
H 12.115525 14.982763 12.156259 0.547 -0.071 -0.640
H 11.294318 14.868182 10.698770 -1.645 0.090 -1.211
H 12.908235 16.832006 10.328469 0.202 -1.289 -0.413
H 14.102884 15.830120 11.063686 0.926 -0.048 0.187
H 14.438357 15.542903 8.574099 1.008 0.448 -0.055
H 12.841339 15.257534 8.378862 -0.959 0.025 -0.280
H 14.858177 13.237738 9.313856 -0.480 0.522 0.171
H 13.285630 13.028304 8.574038 -0.384 -0.398 -1.005
```
Forces are in eV/Å.

Computed properties:
Total charge: 0
E_tot, Ha: -4725.25666
Kohn-Sham gap, eV: 9.93
F_max, eV/Å: 3.25
SMILES: C[N+](=O)[O-].C[N+](=O)[O-].O=S1(=O)CCCC1.O=S1(=O)CCCC1.O=S1(=O)CCCC1.O=S1(=O)CCCC1.O=S1(=O)CCCC1.O=S1(=O)CCCC1
E_HOMO, Eh: -0.3630